(one)
{
  "formula": "C19H26N2O4",
  "method": "ωB97M-V/def2-TZVPD",
  "lumo_energy_ev": 0.7,
  "total_charge": 0,
  "homo_ha": -0.3071,
  "gap_ev": 9.0,
  "multiplicity": 1,
  "symbols": ["C", "C", "C", "C", "C", "C", "O", "C", "O", "C", "C", "C", "N", "C", "O", "N", "C", "C", "C", "C", "C", "O", "C", "C", "C", "H", "H", "H", "H", "H", "H", "H", "H", "H", "H", "H", "H", "H", "H", "H", "H", "H", "H", "H", "H", "H", "H", "H", "H", "H", "H"],
  "coordinates": [[2.94, 4.25, 3.45], [3.28, 3.40, 2.24], [2.43, 2.12, 2.16], [3.23, 0.85, 2.48], [3.69, 0.79, 3.94], [1.82, 1.99, 0.76], [0.96, 0.86, 0.66], [-0.31, 1.01, 1.09], [-0.73, 2.06, 1.53], [-1.08, -0.22, 0.94], [-2.38, -0.30, 1.30], [-3.16, 0.83, 1.88], [-3.06, -1.48, 1.14], [-2.46, -2.69, 0.80], [-3.11, -3.71, 0.79], [-1.14, -2.62, 0.55], [-0.38, -1.40, 0.30], [-0.21, -1.16, -1.19], [1.05, -1.05, -1.76], [1.19, -0.83, -3.11], [0.07, -0.72, -3.93], [0.32, -0.51, -5.25], [-0.76, -0.39, -6.14], [-1.19, -0.83, -3.37], [-1.33, -1.05, -2.01], [1.90, 4.57, 3.41], [3.56, 5.14, 3.48], [3.09, 3.70, 4.38], [3.13, 4.00, 1.34], [4.34, 3.14, 2.27], [1.60, 2.20, 2.87], [4.10, 0.80, 1.83], [2.61, -0.01, 2.27], [2.83, 0.86, 4.61], [4.20, -0.15, 4.13], [4.37, 1.61, 4.17], [2.59, 1.83, 0.00], [1.24, 2.89, 0.52], [-4.18, 0.52, 2.11], [-3.18, 1.67, 1.19], [-2.68, 1.19, 2.79], [-4.03, -1.54, 1.42], [-0.72, -3.48, 0.24], [0.61, -1.52, 0.75], [1.92, -1.13, -1.13], [2.17, -0.74, -3.56], [-1.37, -1.31, -6.16], [-1.41, 0.46, -5.88], [-0.33, -0.23, -7.12], [-2.08, -0.76, -3.97], [-2.32, -1.14, -1.58]]
}

=====

(two)
{
  "formula": "C19H26N2O4",
  "method": "ωB97M-V/def2-TZVPD",
  "lumo_energy_ev": 0.6,
  "total_charge": 0,
  "homo_ha": -0.3217,
  "gap_ev": 9.4,
  "multiplicity": 1,
  "symbols": ["C", "C", "C", "C", "N", "C", "O", "C", "C", "C", "C", "O", "C", "C", "C", "N", "C", "O", "C", "O", "C", "C", "C", "C", "C", "H", "H", "H", "H", "H", "H", "H", "H", "H", "H", "H", "H", "H", "H", "H", "H", "H", "H", "H", "H", "H", "H", "H", "H", "H", "H"],
  "coordinates": [[-7.40, -0.83, 0.38], [-6.82, 0.34, 0.61], [-6.95, 1.06, 1.92], [-5.96, 1.02, -0.42], [-4.55, 0.80, -0.17], [-3.80, -0.05, -0.91], [-4.24, -0.62, -1.89], [-2.40, -0.22, -0.44], [-1.68, 0.77, 0.23], [-0.38, 0.55, 0.61], [0.25, -0.66, 0.34], [1.53, -0.76, 0.79], [2.31, -1.92, 0.51], [2.80, -1.93, -0.94], [3.61, -0.66, -1.23], [4.49, -0.34, -0.13], [5.04, 0.87, 0.10], [5.79, 1.09, 1.03], [4.68, 1.98, -0.90], [3.31, 2.29, -0.98], [2.78, 2.78, 0.23], [4.78, -1.43, 0.78], [3.50, -1.88, 1.48], [-0.45, -1.65, -0.34], [-1.76, -1.42, -0.73], [-8.00, -1.33, 1.12], [-7.28, -1.32, -0.57], [-7.58, 0.51, 2.61], [-5.97, 1.21, 2.38], [-7.39, 2.05, 1.77], [-6.16, 2.10, -0.44], [-6.15, 0.60, -1.41], [-4.18, 1.15, 0.71], [-2.13, 1.74, 0.43], [0.18, 1.31, 1.13], [1.70, -2.82, 0.71], [3.41, -2.82, -1.09], [1.96, -1.97, -1.63], [2.92, 0.18, -1.38], [4.19, -0.80, -2.15], [5.26, 2.87, -0.60], [4.98, 1.68, -1.91], [3.34, 3.65, 0.58], [2.80, 2.01, 1.02], [1.75, 3.06, 0.02], [5.51, -1.06, 1.51], [5.23, -2.26, 0.22], [3.66, -2.87, 1.93], [3.25, -1.18, 2.28], [0.00, -2.60, -0.58], [-2.31, -2.17, -1.27]]
}

=====

Most stable of them? (one).

=====

(one)
{
  "formula": "CH5N3",
  "method": "ωB97M-V/def2-TZVPD",
  "lumo_energy_ev": 1.1,
  "total_charge": 0,
  "homo_ha": -0.3275,
  "gap_ev": 10.0,
  "multiplicity": 1,
  "symbols": ["H", "N", "N", "N", "C", "H", "H", "H", "H"],
  "coordinates": [[-1.66, -1.77, -1.73], [-1.39, -0.83, -1.55], [-0.47, -0.87, -0.48], [-0.07, 0.31, -0.15], [0.87, 0.47, 0.91], [-0.62, 0.98, -0.61], [0.41, 1.14, 1.63], [0.99, -0.33, 1.51], [1.94, 0.89, 0.47]]
}

=====

(two)
{
  "formula": "CH5N3",
  "method": "ωB97M-V/def2-TZVPD",
  "lumo_energy_ev": 1.0,
  "total_charge": 0,
  "homo_ha": -0.3381,
  "gap_ev": 10.2,
  "multiplicity": 1,
  "symbols": ["C", "N", "N", "N", "H", "H", "H", "H", "H"],
  "coordinates": [[0.29, -0.34, 0.59], [0.67, 1.03, 0.32], [0.62, 1.39, -0.99], [-0.56, 1.87, -0.32], [1.26, -0.74, 0.35], [0.09, -0.46, 1.66], [-0.55, -0.84, 0.16], [0.56, 0.57, -1.58], [-1.34, 1.35, -0.36]]
}

=====

Most stable of them? (one).

=====

(one)
{
  "formula": "ClH14O7",
  "method": "ωB97M-V/def2-TZVPD",
  "lumo_energy_ev": [-0.1, -6.3],
  "total_charge": 0,
  "homo_ha": [-0.4361, -0.4339],
  "gap_ev": [11.7, 5.5],
  "multiplicity": 2,
  "symbols": ["Cl", "O", "H", "H", "O", "H", "H", "O", "H", "H", "O", "H", "H", "O", "H", "H", "O", "H", "H", "O", "H", "H"],
  "coordinates": [[0.13, -0.30, -0.16], [0.31, 2.66, 0.94], [0.12, 1.85, 0.46], [1.11, 2.46, 1.43], [2.78, 2.33, -1.22], [2.19, 1.64, -0.94], [3.05, 2.08, -2.10], [-2.93, 1.13, 0.80], [-2.18, 0.96, 0.23], [-3.68, 1.20, 0.20], [-0.14, -3.14, 2.09], [0.28, -3.06, 2.95], [0.48, -2.74, 1.48], [-0.94, -3.37, -1.89], [-1.75, -3.77, -1.57], [-0.92, -2.51, -1.49], [0.88, 0.28, 3.10], [0.56, 0.23, 2.20], [1.45, 1.05, 3.12], [-0.25, 0.64, -3.46], [-0.06, 0.65, -2.52], [-0.48, -0.27, -3.65]]
}

=====

(two)
{
  "formula": "ClH14O7",
  "method": "ωB97M-V/def2-TZVPD",
  "lumo_energy_ev": [-0.4, -6.4],
  "total_charge": 0,
  "homo_ha": [-0.4093, -0.4088],
  "gap_ev": [10.7, 4.8],
  "multiplicity": 2,
  "symbols": ["Cl", "O", "H", "H", "O", "H", "H", "O", "H", "H", "O", "H", "H", "O", "H", "H", "O", "H", "H", "O", "H", "H"],
  "coordinates": [[0.34, -0.12, -0.63], [-1.47, -2.80, -1.62], [-1.08, -3.63, -1.37], [-1.01, -2.15, -1.09], [-0.78, -1.85, 2.02], [-0.24, -1.53, 1.30], [-0.97, -2.76, 1.80], [-2.48, 1.99, -1.84], [-2.55, 1.51, -2.66], [-2.14, 1.34, -1.22], [-0.93, 0.70, 2.75], [-0.31, 0.98, 2.08], [-1.25, -0.15, 2.44], [2.21, 1.64, -2.53], [2.70, 1.08, -3.13], [1.72, 1.03, -1.97], [0.54, 3.17, 0.30], [0.26, 2.48, -0.30], [1.45, 3.35, 0.05], [2.27, -1.35, 2.13], [1.43, -1.79, 2.28], [2.26, -1.13, 1.20]]
}

=====

Most stable of them? (two).

=====

(one)
{
  "formula": "CClNO3P",
  "method": "ωB97M-V/def2-TZVPD",
  "lumo_energy_ev": 2.6,
  "total_charge": -1,
  "homo_ha": -0.1777,
  "gap_ev": 7.4,
  "multiplicity": 1,
  "symbols": ["C", "N", "O", "O", "O", "P", "Cl"],
  "coordinates": [[-0.90, -1.06, -0.78], [-1.47, -1.18, -1.83], [1.77, 1.02, -0.93], [1.81, 1.26, 1.71], [-0.42, -0.97, 0.33], [1.16, 1.18, 0.37], [-0.40, 2.47, 0.30]]
}

=====

(two)
{
  "formula": "CClNO3P",
  "method": "ωB97M-V/def2-TZVPD",
  "lumo_energy_ev": 3.5,
  "total_charge": -1,
  "homo_ha": -0.2336,
  "gap_ev": 9.8,
  "multiplicity": 1,
  "symbols": ["N", "C", "O", "P", "O", "O", "Cl"],
  "coordinates": [[-1.50, -1.13, -2.17], [-1.20, -0.95, -1.08], [-0.79, -0.74, 0.08], [0.78, 0.35, 0.77], [1.99, 0.01, 0.05], [0.68, 0.28, 2.23], [0.04, 2.17, 0.12]]
}

=====

Most stable of them? (two).